Here is the molecule C13H12N8 from OMol25. Energies are from ωB97M-V/def2-TZVPD.

```
33
Properties=species:S:1:pos:R:3:forces:R:3:lowdin_charge:R:1
C 5.451754 3.154987 -0.095352 0.6 0.5 0.0 0.046
N -1.910514 2.419135 1.267851 0.2 -1.0 0.0 0.041
N -2.201070 1.124239 0.939518 -0.4 -0.7 -0.1 0.059
N 0.451208 -1.234115 -0.248053 -1.0 2.0 0.9 0.161
N 2.646790 -0.704800 -0.546503 0.8 1.7 0.3 0.144
N 4.586532 2.382613 -0.106511 -0.4 -0.7 -0.1 -0.013
C -0.622205 2.564591 1.116816 -0.4 -0.1 -0.2 -0.126
C -1.092281 0.493548 0.571309 -0.8 1.0 0.1 -0.169
C -0.782260 -0.879008 0.098812 -0.3 -2.6 -1.3 -0.149
C 3.670827 0.177886 -0.528991 -0.6 -0.9 0.0 -0.059
C 1.422692 -0.252157 -0.155916 1.1 -1.3 -0.5 -0.257
C 2.311944 1.924854 0.314605 -0.7 1.2 0.4 0.053
C 3.530471 1.484701 -0.117215 0.2 0.3 0.1 -0.284
C 1.241909 1.078569 0.285915 -0.6 -1.0 -0.2 -0.105
N -0.079064 1.418079 0.637156 1.3 -0.5 0.2 0.053
N -3.101271 -4.085372 1.052226 0.3 -0.6 0.8 -0.088
N -1.737901 -1.885451 -0.132009 -0.5 1.6 1.0 -0.035
C -3.506829 -2.722608 1.477648 0.7 0.0 -2.0 -0.172
C -1.701154 -4.251898 0.581084 -0.5 0.9 0.4 -0.192
C -3.184580 -1.769072 0.263845 0.3 -0.5 0.7 -0.127
C -1.398718 -3.264331 -0.559306 0.2 -0.3 0.2 -0.148
H -0.103185 3.464279 1.385449 0.3 0.0 -0.2 0.126
H 4.681650 -0.089606 -0.819279 -0.2 -0.7 -0.2 0.121
H 2.226049 2.950834 0.657833 -0.1 -0.1 0.0 0.132
H -3.764411 -4.444694 0.363293 0.3 0.2 0.3 0.101
H -4.592779 -2.731633 1.677684 0.5 0.0 -0.1 0.115
H -2.987210 -2.336213 2.371807 0.0 -0.6 -0.3 0.116
H -1.451879 -5.301786 0.319860 -0.5 0.6 -0.1 0.121
H -1.031018 -3.995788 1.402426 -0.1 0.0 0.2 0.111
H -3.479317 -0.764059 0.520464 0.4 0.5 -0.1 0.080
H -3.786777 -2.084839 -0.598052 0.2 0.0 0.1 0.116
H -0.362121 -3.371580 -0.888997 -0.2 0.4 0.1 0.110
H -2.054665 -3.560394 -1.384608 0.0 0.4 -0.2 0.117
```
Positions in Å, forces in eV/Å.

## Properties
- energy relative to the best compared isomer or geometry (same formula, charge and spin) (eV) = 0.0000
- 2S+1 = 1
- gap between HOMO and LUMO (eV) = 7.768
- maximum force (Eh/bohr) = 0.05629